7
Properties=species:S:1:pos:R:3:mulliken_charge:R:1 method="wB97M-V/def2-TZVPD" de_lowest_ev=4.811 lumo_ev="0.44 / 0.44" total_energy_ha=-530.757908 charge=0
H -0.985 -0.376 -1.360 0.4343
N 0.416 0.053 0.216 -0.3694
H 0.035 0.848 0.717 0.2055
H 1.117 -0.322 0.715 0.2210
S -0.542 -2.476 -0.570 -0.0211
C -0.260 -0.692 -0.676 -0.2836
C -1.892 -2.050 0.134 -0.1868